No. 1
A structure of composition C39H42N3O6PW. Source: the OMol25 dataset; level of theory: ωB97M-V/def2-TZVPD.

```
92
Properties=species:S:1:pos:R:3:forces:R:3
W -0.33291 0.52899 -0.17283 -0.1 0.0 -0.1
O 0.00908 4.61704 -0.11152 -0.1 0.0 0.0
C -0.15844 3.51108 0.35910 0.0 0.1 0.1
O -0.81613 2.55410 -0.23703 0.0 0.0 0.0
C 0.37302 3.18289 1.75459 0.0 0.0 0.0
C -0.54514 2.20171 2.48481 -0.1 0.0 0.0
C -0.22527 2.14794 3.97291 0.0 0.0 0.0
C 1.11595 1.37366 3.98573 0.0 0.0 0.0
C 1.34674 1.12375 2.49927 0.0 0.0 0.0
O -0.02201 0.91090 2.02185 0.0 0.1 -0.1
C 1.74572 2.41935 1.78057 0.0 0.0 0.0
C 2.35922 2.08718 0.41711 0.0 0.0 0.0
O 3.41820 2.58219 0.07638 0.0 0.0 0.0
O 1.70211 1.21490 -0.28470 0.0 0.0 0.1
H 0.45636 4.12952 2.28461 0.0 0.0 0.0
H -1.59592 2.26527 2.22344 0.0 0.0 0.0
H -1.00517 1.60946 4.50949 0.0 0.0 0.0
H -0.14986 3.14935 4.39432 0.0 0.0 0.0
H 1.02590 0.42892 4.51856 0.0 0.0 0.0
H 1.93790 1.93880 4.42264 0.0 0.0 0.0
H 1.94721 0.25375 2.25299 0.0 0.0 0.0
H 2.48663 2.97892 2.34728 0.0 0.0 0.0
O -3.41846 0.05464 -0.39074 0.1 0.1 -0.2
C -2.13715 -0.41516 -0.12784 -0.1 -0.2 0.2
C -2.31247 -1.86740 0.17771 0.0 0.0 0.0
C -3.57265 -2.46342 0.34256 0.0 0.0 0.0
C -3.69018 -3.80122 0.68111 0.0 0.0 0.0
C -2.56630 -4.59485 0.88163 0.0 0.0 0.0
C -1.31129 -4.02859 0.72094 0.0 0.0 0.0
C -1.18951 -2.69644 0.34897 0.0 0.0 0.0
P 0.36644 -1.81951 0.15290 0.0 0.0 0.0
C 1.34926 -2.56790 -1.18129 0.0 0.0 0.0
C 2.36745 -1.77616 -1.71690 0.0 0.0 0.0
C 3.16913 -2.27240 -2.73507 0.0 0.0 0.0
C 2.94729 -3.54673 -3.23869 0.0 0.0 0.0
C 1.92486 -4.32952 -2.71975 0.0 0.0 0.0
C 1.13092 -3.84549 -1.68972 0.0 0.0 0.0
C 1.30318 -2.23058 1.66339 0.0 0.0 0.0
C 0.62213 -2.24247 2.88065 0.0 0.0 0.0
C 1.31250 -2.44357 4.06510 0.0 0.0 0.0
C 2.69023 -2.61989 4.04867 0.0 0.0 0.0
C 3.37277 -2.60638 2.84136 0.0 0.0 0.0
C 2.68264 -2.41651 1.65133 0.0 0.0 0.0
H -4.45882 -1.86018 0.21209 0.0 0.0 0.0
H -4.67696 -4.23055 0.80500 0.0 0.0 0.0
H -2.66734 -5.63376 1.16610 0.0 0.0 0.0
H -0.42208 -4.62027 0.90640 0.0 0.0 0.0
H 2.52016 -0.76870 -1.33840 0.0 0.0 0.0
H 3.96643 -1.66059 -3.13829 0.0 0.0 0.0
H 3.56994 -3.93011 -4.03708 0.0 0.0 0.0
H 1.74554 -5.32074 -3.11591 0.0 0.0 0.0
H 0.33036 -4.45786 -1.29784 0.0 0.0 0.0
H -0.45067 -2.09018 2.89723 0.0 0.0 0.0
H 0.77375 -2.45989 5.00422 0.0 0.0 0.0
H 3.22911 -2.77157 4.97495 0.0 0.0 0.0
H 4.44570 -2.74693 2.82205 0.0 0.0 0.0
H 3.22526 -2.41086 0.71409 0.0 0.0 0.0
C -3.59698 1.45202 -0.49150 0.0 0.0 0.0
C -3.75485 2.10273 0.86403 0.0 0.0 0.0
C -3.57198 3.47555 1.00269 0.0 0.0 0.0
C -3.70080 4.08172 2.24304 0.0 0.0 0.0
C -4.02155 3.32167 3.36233 0.0 0.0 0.0
C -4.21773 1.95541 3.22727 0.0 0.0 0.0
C -4.08462 1.34862 1.98387 0.0 0.0 0.0
H -2.77221 1.92207 -1.03088 0.0 0.0 0.0
H -4.51159 1.59383 -1.07236 0.0 0.0 0.0
H -3.29551 4.07054 0.14093 0.0 0.0 0.0
H -3.54093 5.14840 2.33689 0.0 0.0 0.0
H -4.12050 3.79421 4.33132 0.0 0.0 0.0
H -4.47088 1.35589 4.09311 0.0 0.0 0.0
H -4.21686 0.27930 1.87800 0.0 0.0 0.0
C 1.10289 2.96858 -2.61252 0.0 0.0 0.0
N 1.47042 1.68557 -3.18971 0.0 0.0 -0.1
C 2.86816 1.56134 -3.55631 0.0 0.0 0.0
C 0.61044 0.65176 -3.26610 0.0 -0.1 0.1
N -0.30106 0.41269 -2.34403 -0.1 0.0 0.0
N 0.73216 -0.16782 -4.35422 0.0 0.0 0.0
C 1.07800 0.36251 -5.66138 0.0 0.0 0.0
C 0.08616 -1.46430 -4.37990 0.0 0.0 0.0
H 1.19834 3.74091 -3.38250 0.0 0.0 0.0
H 1.76702 3.22128 -1.78861 0.0 0.0 0.0
H 0.08200 2.94638 -2.24954 0.0 0.0 0.0
H 3.47411 1.78047 -2.67281 0.0 0.0 0.0
H 3.13616 2.26713 -4.34849 0.0 0.0 0.0
H 3.08140 0.55068 -3.89665 0.0 0.0 0.0
H -1.02563 -0.20090 -2.69634 0.1 0.1 0.0
H 1.30204 1.42210 -5.59144 0.0 0.0 0.0
H 0.23664 0.23219 -6.34822 0.0 0.0 0.0
H 1.94480 -0.15643 -6.07802 0.0 0.0 0.0
H -0.95011 -1.40163 -4.73411 0.0 0.0 0.0
H 0.10142 -1.91585 -3.39059 0.0 0.0 0.0
H 0.63726 -2.11655 -5.05772 0.0 0.0 0.0
```
Positions in Å, forces in eV/Å.

Computed properties:
LUMO (spin up / spin down) (eV): 0.501 / 0.330
Gap between HOMO and LUMO (spin up / spin down) (eV): 7.40 / 6.77
Multiplicity: 3
Relative energy (zero: lowest compared OMol25 entry of this formula, charge and spin) (kJ/mol): 3.0
E_HOMO (spin up / spin down) (eV): -6.90 / -6.44
F_max (eV/Å): 0.3



No. 2
The molecule C16H24O5. Source: the OMol25 dataset; level of theory: ωB97M-V/def2-TZVPD.

```
45
Properties=species:S:1:pos:R:3:forces:R:3
C 3.80214 1.40427 0.83317 0.1 0.0 0.0
O 3.16546 0.81535 -0.28464 0.1 -0.1 -0.2
C 3.35035 1.50067 -1.47900 -0.3 0.1 -0.3
C 2.54312 0.77551 -2.56122 0.0 0.2 0.3
C 1.05182 0.97662 -2.41714 0.6 0.3 0.6
O 0.23302 0.21607 -3.25543 -0.5 -0.2 -1.2
C 0.16358 -0.06163 -1.88369 -0.2 0.1 0.9
C -1.14671 0.25592 -1.17797 0.5 0.0 0.3
O -2.14522 -0.66305 -1.53650 -0.2 -0.4 -0.2
C -0.95970 0.23958 0.35391 -0.2 0.5 -0.3
C 0.03898 1.29073 0.82977 -0.2 -0.5 0.0
O -0.54841 -1.08510 0.66611 0.1 0.0 -0.1
C -0.76004 -1.47698 2.00922 0.0 -0.2 0.1
C -2.22279 -1.53436 2.37740 0.1 0.1 0.0
C -3.08711 -2.32688 1.63130 0.0 0.0 0.1
C -4.43559 -2.37025 1.93234 0.0 -0.1 -0.1
C -4.93448 -1.62534 2.98810 -0.1 0.0 0.1
C -4.08006 -0.83579 3.73776 -0.1 0.0 0.1
C -2.73115 -0.78609 3.42999 0.1 -0.1 -0.1
O 4.72817 1.52410 -1.78142 -0.1 -0.3 0.2
C 5.13942 2.56767 -2.62621 0.0 0.1 0.0
H 4.88449 1.43965 0.69287 -0.1 0.0 0.1
H 3.55960 0.77158 1.68350 0.0 0.1 0.1
H 3.42385 2.41953 1.00454 0.0 0.0 0.0
H 2.99318 2.55187 -1.37638 0.1 -0.2 0.0
H 2.85231 1.15062 -3.53910 0.0 0.0 0.0
H 2.78573 -0.28575 -2.50703 0.0 0.0 -0.1
H 0.74110 2.01518 -2.30799 -0.1 0.0 0.0
H 0.60503 -1.00834 -1.58315 0.1 0.0 0.0
H -1.51512 1.23334 -1.50404 0.1 0.0 0.1
H -1.88089 -1.51949 -1.17489 -0.1 0.1 0.0
H -1.94680 0.42670 0.80606 0.1 0.0 -0.1
H 0.05630 1.33672 1.91603 0.0 0.1 0.1
H -0.25052 2.26702 0.45122 0.0 0.2 0.0
H 1.03132 1.03835 0.46808 0.1 0.1 0.0
H -0.22040 -0.81401 2.69784 0.0 -0.1 0.0
H -0.31639 -2.47567 2.07313 0.0 0.1 0.1
H -2.69383 -2.90805 0.81004 0.0 -0.1 -0.1
H -5.09841 -2.98641 1.34328 -0.1 -0.1 0.0
H -5.98751 -1.65931 3.22509 -0.1 0.0 0.0
H -4.46479 -0.25157 4.56087 0.0 0.0 0.1
H -2.06785 -0.16304 4.01400 0.1 0.1 0.0
H 4.85406 3.54522 -2.21745 0.0 0.0 0.0
H 4.71919 2.47026 -3.63300 0.0 0.0 0.0
H 6.22371 2.49870 -2.68278 0.0 0.1 -0.1
```
Positions in Å, forces in eV/Å.

Computed properties:
LUMO (eV): 0.797
Gap between HOMO and LUMO (eV): 10.16
Relative energy (zero: lowest compared OMol25 entry of this formula, charge and spin) (kJ/mol): 123.5
E_HOMO (eV): -9.36
F_max (eV/Å): 1.3



Q: Number 2 is which compound?
A: C16H24O5



Q: Which of these has the lowest F_max?
A: C39H42N3O6PW



Q: Which value of F_max does entry 1 give?
A: 0.3 eV/Å



Q: What is the relative energy (zero: lowest compared OMol25 entry of this formula, charge and spin) in the second record?
A: 123.5 kJ/mol